i) Formula: C3H5NS
Source: OMol25
Level of theory: the ωB97M-V functional and the def2-TZVPD basis

Geometry as XYZ:
```
10
Properties=species:S:1:pos:R:3
N 2.484 -1.196 0.152
C 1.684 -0.531 -0.453
C 0.607 0.416 -0.560
C -0.462 0.312 0.495
S -1.700 -0.838 -0.320
H 0.061 0.428 -1.552
H 1.102 1.454 -0.494
H -0.243 0.127 1.539
H -1.197 1.165 0.573
H -2.337 -1.337 0.621
```

Calculated values
**Kohn-Sham gap**: 10.13 eV
**Structure (SMILES)**: N#CCCS

---

ii) Formula: C3H5NS
Source: OMol25
Level of theory: the ωB97M-V functional and the def2-TZVPD basis

Geometry as XYZ:
```
10
Properties=species:S:1:pos:R:3
C -0.073 -0.210 0.621
C 1.079 -1.923 0.983
C -0.780 1.361 -1.026
N -0.245 0.156 -0.519
S 2.446 -2.159 0.254
H -0.316 0.054 1.685
H 0.700 -2.556 1.821
H -1.841 1.671 -0.703
H -0.066 2.276 -1.004
H -0.903 1.330 -2.111
```

Calculated values
**Kohn-Sham gap**: 7.80 eV

---

i) comes first in stability; the runner-up is 58.6 kcal/mol higher.

---

i) Formula: C3H5NS
Source: OMol25
Level of theory: the ωB97M-V functional and the def2-TZVPD basis

Geometry as XYZ:
```
10
Properties=species:S:1:pos:R:3
C -1.306 0.961 0.000
N 0.021 0.464 -0.056
C 0.286 -0.770 0.027
C 1.701 -0.974 -0.032
S 2.479 0.451 0.023
H -1.529 1.436 -0.958
H -2.068 0.200 0.220
H -1.339 1.748 0.757
H -0.437 -1.583 0.129
H 2.192 -1.932 -0.110
```

Calculated values
**Kohn-Sham gap**: 6.90 eV
**Structure (SMILES)**: C/N=C/C=S

---

ii) Formula: C3H5NS
Source: OMol25
Level of theory: the ωB97M-V functional and the def2-TZVPD basis

Geometry as XYZ:
```
10
Properties=species:S:1:pos:R:3
S 2.011 0.192 0.008
C 0.628 -0.642 -0.028
N -0.670 -0.109 -0.187
C -1.712 0.821 0.026
C -2.200 -0.476 0.030
H 0.683 -1.717 0.330
H -1.966 1.629 -0.621
H -1.565 1.300 1.066
H -2.721 -0.911 -0.815
H -2.216 -0.819 1.057
```

Calculated values
**Kohn-Sham gap**: 8.98 eV
**Structure (SMILES)**: S=CN1CC1

---

i) comes first in stability; the runner-up is 13.7 kcal/mol higher.

---

i) Formula: C3H5NS
Source: OMol25
Level of theory: the ωB97M-V functional and the def2-TZVPD basis

Geometry as XYZ:
```
10
Properties=species:S:1:pos:R:3
C 1.548 -0.627 -0.081
C 0.156 -0.994 -0.010
C -0.827 0.003 -0.093
N -0.781 1.388 -0.161
S -2.298 -0.757 -0.071
H 2.487 -1.131 -0.017
H 1.705 0.459 -0.452
H -0.102 -1.994 0.120
H -1.797 1.703 0.037
H -0.091 1.949 0.728
```

Calculated values
**Kohn-Sham gap**: 7.74 eV
**Structure (SMILES)**: C=CC(N)=S

---

ii) Formula: C3H5NS
Source: OMol25
Level of theory: the ωB97M-V functional and the def2-TZVPD basis

Geometry as XYZ:
```
10
Properties=species:S:1:pos:R:3
C 1.124 -0.891 -0.159
N -0.136 -1.421 0.037
S -1.168 -0.034 0.017
C -0.057 1.316 -0.124
C 1.265 0.652 0.167
H 2.095 -1.605 -0.027
H 0.028 1.971 -1.127
H -0.445 1.818 0.853
H 2.169 0.886 -0.649
H 1.801 0.953 1.107
```

Calculated values
**Kohn-Sham gap**: 8.80 eV
**Structure (SMILES)**: C1=NSCC1

---

i) comes first in stability; the runner-up is 3.5 kcal/mol higher.

---

i) Formula: H14LiO7
Source: OMol25
Level of theory: the ωB97M-V functional and the def2-TZVPD basis

Geometry as XYZ:
```
22
Properties=species:S:1:pos:R:3
Li -14.515 1.542 1.834
O -14.387 3.735 1.997
H -14.544 4.172 2.810
H -14.740 4.476 1.515
O -12.542 1.086 2.287
H -11.896 1.785 2.396
H -12.584 0.755 3.199
O -16.843 3.593 -0.224
H -16.542 3.061 0.506
H -16.633 3.130 -1.017
O -15.041 1.390 4.130
H -15.968 1.497 4.281
H -14.977 0.762 4.810
O -14.929 -0.693 1.834
H -15.698 -0.672 2.368
H -15.302 -1.194 1.084
O -13.816 1.538 -0.193
H -13.384 2.309 -0.515
H -14.008 0.881 -0.907
O -16.542 1.613 1.888
H -17.004 2.297 2.319
H -17.148 0.955 1.656
```

Calculated values
**Charge**: +1
**Kohn-Sham gap**: 11.08 eV

---

ii) Formula: H14LiO7
Source: OMol25
Level of theory: the ωB97M-V functional and the def2-TZVPD basis

Geometry as XYZ:
```
22
Properties=species:S:1:pos:R:3
Li -0.011 0.254 0.534
O -0.754 -1.573 1.357
H -0.220 -2.136 1.944
H -1.093 -2.047 0.589
O -1.072 1.559 0.448
H -1.280 2.324 0.935
H -1.791 1.736 -0.232
O -2.577 0.511 -1.740
H -1.771 -0.073 -1.311
H -2.087 1.294 -2.349
O 1.994 -1.554 0.203
H 2.744 -1.100 -0.113
H 1.959 -2.407 -0.057
O 0.873 0.828 2.352
H 0.240 0.789 3.193
H 1.644 0.215 2.309
O -0.620 -0.870 -1.523
H -0.530 -1.867 -1.468
H 0.055 -0.826 -2.269
O 1.227 1.425 -0.769
H 1.808 1.175 -1.420
H 1.253 2.348 -0.622
```

Calculated values
**Charge**: +1
**Kohn-Sham gap**: 10.13 eV

---

i) comes first in stability; the runner-up is 39.6 kcal/mol higher.

---

i) Formula: C3H14NO2
Source: OMol25
Level of theory: the ωB97M-V functional and the def2-TZVPD basis

Geometry as XYZ:
```
20
Properties=species:S:1:pos:R:3
C 0.891 -0.266 0.730
C -0.529 -0.446 1.215
C -0.560 -1.384 2.446
N 0.972 0.442 -0.589
H 1.433 0.299 1.488
H 1.407 -1.215 0.602
H -1.113 -0.918 0.425
H -1.022 0.456 1.568
H 0.436 -1.723 2.770
H -1.051 -0.928 3.296
H -0.973 -2.372 2.225
H 0.404 -0.069 -1.295
H 0.577 1.385 -0.458
H 1.917 0.480 -0.977
H -0.918 3.373 -0.106
H -0.106 3.383 -1.434
O -0.499 2.822 -0.770
H -0.877 -2.181 -2.221
H -0.394 -1.050 -3.113
O -0.167 -1.516 -2.309
```

Calculated values
**Charge**: +1
**Kohn-Sham gap**: 12.30 eV

---

ii) Formula: C3H14NO2
Source: OMol25
Level of theory: the ωB97M-V functional and the def2-TZVPD basis

Geometry as XYZ:
```
20
Properties=species:S:1:pos:R:3
C -1.773 -1.406 0.935
C -1.336 0.037 0.732
C -0.174 0.478 1.604
N -0.948 0.336 -0.721
H -2.864 -1.367 0.845
H -1.271 -2.068 0.241
H -1.617 -1.661 1.979
H -2.170 0.703 0.976
H 0.585 -0.319 1.611
H -0.385 0.519 2.678
H 0.336 1.409 1.334
H -1.784 0.262 -1.314
H -0.524 1.239 -0.882
H -0.498 -0.535 -1.031
H 3.436 1.808 -2.724
H 2.758 2.091 -1.327
O 2.962 1.417 -1.985
H 1.916 -1.764 -0.941
H 1.949 -0.237 -1.190
O 1.401 -0.944 -0.819
```

Calculated values
**Charge**: +1
**Kohn-Sham gap**: 12.17 eV

---

i) comes first in stability; the runner-up is 10.2 kcal/mol higher.

---

i) Formula: C5H12N2O
Source: OMol25
Level of theory: the ωB97M-V functional and the def2-TZVPD basis

Geometry as XYZ:
```
20
Properties=species:S:1:pos:R:3
N 1.413 1.937 -0.456
C 0.767 0.671 -0.409
C -0.417 0.648 0.550
C -1.782 0.365 -0.046
C -1.826 -1.156 -0.489
C 1.735 -0.424 0.216
N 1.314 -1.629 -0.204
O 2.729 -0.022 0.880
H 1.738 2.067 -1.461
H 2.225 1.965 0.153
H 0.419 0.162 -1.418
H -0.379 1.522 1.192
H -0.184 -0.295 1.199
H -1.824 0.968 -1.028
H -2.521 0.934 0.595
H -1.442 -1.622 0.480
H -1.021 -1.372 -1.292
H -2.823 -1.623 -0.685
H 1.970 -2.315 0.090
H -0.089 -0.782 2.134
```

Calculated values
**Charge**: -1
**Kohn-Sham gap (spin up / spin down)**: 7.67 / 7.35 eV
**2S+1**: 2

---

ii) Formula: C5H12N2O
Source: OMol25
Level of theory: the ωB97M-V functional and the def2-TZVPD basis

Geometry as XYZ:
```
20
Properties=species:S:1:pos:R:3
C 1.735 -1.198 -0.414
N 0.168 -1.144 -0.571
C 0.663 -1.009 -1.957
C 0.236 1.448 0.014
C -0.462 0.077 -0.024
C -1.005 -0.142 1.470
N -1.917 0.740 2.103
O 2.393 -2.302 -0.434
H 2.093 -0.159 -0.223
H 0.934 -1.936 -2.421
H 1.486 -0.359 -2.349
H -0.268 -0.679 -2.434
H 0.418 1.960 -0.920
H -0.361 2.199 0.683
H 1.213 1.347 0.436
H -1.369 0.340 -0.594
H -0.011 -0.150 2.011
H -1.342 -1.210 1.571
H -1.728 1.723 2.108
H -2.876 0.453 1.945
```

Calculated values
**Charge**: -1
**Kohn-Sham gap (spin up / spin down)**: 3.16 / 7.62 eV
**2S+1**: 2

---

i) comes first in stability; the runner-up is 25.2 kcal/mol higher.